ORCA calculation (ωB97M-V/def2-TZVPD) on C6H8 in the gas phase.

Geometry as XYZ:
```
14
Properties=species:S:1:pos:R:3:forces:R:3:mulliken_charge:R:1
C 0.3790 0.4150 1.7790 -0.1213 -0.0593 0.0856 -0.718
C -0.5992 -0.2979 1.2184 0.1378 0.0483 0.1326 -0.310
C -0.8788 -0.2998 -0.2717 -0.1450 0.0319 0.1187 0.134
C -0.4160 1.0028 -0.8893 0.1043 0.0690 -0.0437 -0.615
C 0.7393 0.4909 -1.3188 -0.0312 0.1382 -0.1212 -0.441
C 0.3421 -0.9438 -1.0274 0.1252 -0.1625 -0.0424 -0.587
H 0.9692 1.1311 1.2052 -0.1390 -0.2806 0.1894 0.244
H 0.6467 0.2918 2.8252 -0.2105 0.0563 -0.1097 0.268
H -1.1904 -0.9733 1.8367 0.1364 0.0305 -0.0992 0.314
H -1.8772 -0.6935 -0.5086 0.2550 0.1414 0.0661 0.427
H -0.8323 2.0053 -0.8176 0.1666 -0.1620 -0.0203 0.361
H 1.6645 0.9311 -1.6791 -0.2145 -0.0671 -0.2144 0.364
H 0.0604 -1.4836 -1.9382 -0.0084 0.0102 0.1650 0.267
H 0.9929 -1.5762 -0.4137 -0.0555 0.2058 -0.1066 0.293
```
Forces are in eV/Å.

**SMILES**: C=C[C@H]1C=CC1
**Net charge**: 0
**Energy relative to the best compared isomer or geometry (same formula, charge and spin)**: 157.9 kJ/mol
**Calculated total energy**: -233.32687 hartree
**LUMO energy**: 1.279 eV
**Largest force on an atom**: 0.0071 hartree/bohr
**Molar mass**: 80.13 g mol⁻¹
**Gap between HOMO and LUMO**: 10.51 eV